# C5H7N3O2

A cluster of 2 separate species, C5H7N3O2 in total in a non-equilibrium geometry (ωB97M-V/def2-TZVPD, the Open Molecules 2025 dataset).

Last column: Löwdin charge in e.
Atoms and positions in Å:
O (0.922, 1.904, 0.663)  -0.0012
C (0.760, 0.829, -0.234)  -0.2702
C (1.920, -0.138, -0.048)  -0.4663
N (2.194, -1.223, -0.725)  0.1002
C (-0.579, 0.169, -0.088)  -0.2074
C (-0.999, -0.952, 0.592)  -0.0921
N (-2.363, -1.071, 0.515)  0.0536
C (-2.770, -0.039, -0.194)  -0.1980
N (-1.734, 0.751, -0.553)  0.0994
H (0.986, 1.535, 1.555)  0.1043
H (0.852, 1.226, -1.256)  0.1565
H (-0.384, -1.670, 1.129)  0.1153
H (-3.799, 0.199, -0.452)  0.1205
H (-1.800, 1.618, -1.072)  0.1637
O (2.263, -0.404, 1.179)  -0.0348
H (1.899, -1.170, -1.695)  0.0722
H (2.632, -1.565, 0.684)  0.2843

Summary:
frontier orbital gap: 9.57 eV
HOMO: -9.06 eV
molar mass: 141.13 g mol⁻¹